One molecule with the formula H3NO2S2, computed with ωB97M-V/def2-TZVPD.

Geometry (Å):
1 N 0.62636 -2.25907 -0.25887
2 O 1.38041 0.18845 0.05939
3 O 3.66015 -0.38347 -0.95047
4 S 2.98208 0.18589 0.19970
5 S 0.13613 -0.85356 0.35622
6 H 0.75600 -2.32817 -1.27235
7 H 0.97705 -2.97828 0.35486
8 H 2.88081 -0.83272 1.08135

## Properties
* lowest unoccupied orbital energy: 0.020 Eh
* charge: 0
* total energy: -1003.3325 a.u.
* molar mass: 113.16 g/mol